Here is a 2-piece molecular cluster, C6H16N2O overall from the Open Molecules 2025 dataset. Energies are from ωB97M-V with the def2-TZVPD basis set.

```
! RIJCOSX wB97M-V def2-TZVPD def2/J DEFGRID3
* xyz 0 1
C 2.32433 1.10028 0.50758
C 0.86410 1.25214 -0.03005
C -0.09986 0.96487 1.16145
C 0.01053 -0.46121 1.72844
N -0.80518 -3.16595 -0.86396
C -0.79072 -2.10492 0.00592
C 0.20042 -1.48925 0.64540
N 0.54929 2.50853 -0.65896
H 2.97659 1.74039 -0.11268
H 2.72234 0.09602 0.32637
H 2.48487 1.37857 1.55107
H 0.83092 0.43373 -0.75771
H -1.15100 1.02837 0.83397
H 0.05175 1.75546 1.90545
H -0.85968 -0.64223 2.39228
H 0.92709 -0.58352 2.33247
H 0.06461 -3.53024 -1.21054
H -1.60239 -3.36867 -1.43361
H -1.78545 -1.92282 0.42065
H 1.24667 -1.79797 0.68725
H 1.36552 2.90964 -1.09977
H 0.07894 3.20445 -0.10107
H -2.30004 0.34797 -1.18818
H -1.23945 1.22607 -1.77372
O -2.06870 0.81250 -2.01390
*
```

## Properties
- HOMO (eV) = -7.993
- energy relative to the best compared isomer or geometry (same formula, charge and spin) (kJ/mol) = 167.83
- SMILES = C[C@H](N)CC/C=C/N.O
- Kohn-Sham gap (eV) = 9.00
- strongest force on any atom (eV/A) = 2.2

Here is a 2-piece molecular cluster, C6H16N2O overall from the Open Molecules 2025 dataset. Energies are from ωB97M-V with the def2-TZVPD basis set.

```
! RIJCOSX wB97M-V def2-TZVPD def2/J DEFGRID3
* xyz 0 1
C 1.91887 -0.41846 0.50846
C 2.27576 1.05889 0.66732
C 1.92562 -1.13204 1.86226
C 0.54176 -0.57156 -0.12582
N 0.28087 -1.21128 -1.19249
O -0.40191 -0.00256 0.60937
H 2.65171 -0.89534 -0.15333
H 1.09743 -1.56900 -1.66339
H -1.00021 -0.11364 -2.38697
H 1.54059 1.55067 1.29975
H 1.68738 -2.18775 1.74191
H 3.25768 1.16410 1.12567
H 2.28491 1.55964 -0.30001
H 2.90977 -1.05541 2.32091
H 1.19140 -0.67964 2.52348
C -1.83195 -0.31713 0.34906
C -2.63755 0.96287 0.38315
N -1.70560 0.53151 -2.73129
H -2.22574 0.04773 -3.45244
H -1.20879 1.29894 -3.16409
H -2.09410 -0.98054 1.17900
H -1.94549 -0.86842 -0.57904
H -2.44305 1.50304 1.30854
H -3.69575 0.71942 0.32129
H -2.37361 1.60595 -0.45126
*
```

## Properties
- HOMO (eV) = -9.555
- energy relative to the best compared isomer or geometry (same formula, charge and spin) (kJ/mol) = 67.46
- SMILES = [H]/N=C(/OCC)C(C)C.N
- Kohn-Sham gap (eV) = 10.60
- strongest force on any atom (eV/A) = 1.1

Here is C6H16N2O2 as an isolated structure from the Open Molecules 2025 dataset. Energies are from ωB97M-V with the def2-TZVPD basis set.

```
! RIJCOSX wB97M-V def2-TZVPD def2/J DEFGRID3
* xyz 0 1
C -1.38747 0.44841 0.61664
C 0.01453 -0.56837 -1.28153
C 1.75265 -0.17643 -0.47943
C -1.07758 -0.80182 -0.26689
C -2.34206 0.08071 1.75103
C 2.13044 -1.27029 0.50984
N -0.32155 0.34972 -2.26929
N 2.41188 1.07703 -0.14650
O -0.24290 0.99337 1.12035
O -2.04149 1.39226 -0.27520
H 0.58121 0.64162 0.42255
H -2.11966 2.21639 0.22195
H 0.38497 -1.50318 -1.70303
H 2.22584 -0.44539 -1.43488
H -0.87800 1.12970 -1.93488
H 0.41453 0.59388 -2.91528
H 2.06797 1.83295 -0.72798
H 2.23806 1.32961 0.81998
H -0.78188 -1.61680 0.39251
H -1.99914 -1.06425 -0.79172
H -2.55187 0.97420 2.33846
H -3.27490 -0.31908 1.35637
H -1.87228 -0.65136 2.40549
H 3.21497 -1.34526 0.60766
H 1.76008 -2.24033 0.17701
H 1.69367 -1.05729 1.48680
*
```

## Properties
- HOMO (eV) = -8.025
- energy relative to the best compared isomer or geometry (same formula, charge and spin) (kJ/mol) = 283.32
- Kohn-Sham gap (eV) = 8.86
- strongest force on any atom (eV/A) = 4.3

Here is C6H16N2O4 as an isolated structure from the Open Molecules 2025 dataset. Energies are from ωB97M-V with the def2-TZVPD basis set.

```
! RIJCOSX wB97M-V def2-TZVPD def2/J DEFGRID3
* xyz 0 1
C -1.36746 -1.82179 -0.12524
C -2.22547 -0.97343 -1.11751
C -1.74873 1.58153 -0.66640
C 0.00813 2.05320 -0.70420
C 1.48020 1.19532 1.02145
C 1.89450 -0.04573 0.11630
H -2.31551 -0.96665 2.77792
H -1.37186 0.34734 1.90680
H -0.10286 -2.18913 -0.51191
H -1.96662 -2.83752 -0.07453
H -2.63574 -1.72220 -2.01345
H -3.06372 -0.60211 -0.42835
H -2.89706 2.26489 -1.14734
H -1.95302 1.51947 0.67969
H 0.58053 1.18554 -1.57399
H 0.05670 3.14883 -1.09825
H 2.35388 1.96634 0.57713
H 1.68871 1.22292 2.03484
H 1.31607 -0.91102 0.57098
H 1.77882 0.11586 -0.98447
H 2.84955 -2.69464 -0.37661
H 5.11157 -0.64833 -0.50651
N -2.08384 -0.42270 1.74048
N 3.61916 -1.25325 -0.90355
O -1.05667 -1.23377 1.20310
O -1.42467 0.15410 -1.47064
O 0.19572 1.84550 0.75023
O 3.27969 -0.27857 0.32406
*
```

## Properties
- HOMO (eV) = -9.425
- energy relative to the best compared isomer or geometry (same formula, charge and spin) (kJ/mol) = 1598.97
- Kohn-Sham gap (eV) = 8.22
- strongest force on any atom (eV/A) = 7.0